Record 1
The following is a DFT calculation (ωB97M-V/def2-TZVPD) of 13 unconnected molecules or ions with the total composition C48H113B4F18N12O14S2 at a distorted geometry.

```
211
C48H113B4F18N12O14S2 | the Open Molecules 2025 dataset | ωB97M-V/def2-TZVPD
C 2.58268 5.53853 7.31967
C 1.86739 4.47706 8.15713
N 2.53287 3.13622 8.12384
C 3.10356 2.54828 6.97645
C 3.67831 1.37755 7.40675
N 3.47454 1.26132 8.74926
C 2.64859 2.26199 9.21505
C 4.11736 0.30187 9.62255
H 3.48837 5.93456 7.77901
H 1.98876 6.38689 6.97961
H 2.85420 5.18149 6.32625
H 0.96702 4.37543 7.55124
H 1.35301 4.70368 9.09103
H 2.78953 3.08801 6.09527
H 4.33989 0.71972 6.86274
H 2.37651 2.35045 10.25647
H 5.05432 -0.16851 9.32428
H 3.42318 -0.48952 9.90525
H 4.30977 0.78255 10.58174
C -3.39232 1.14088 -12.11775
C -3.13694 2.65064 -11.72833
N -1.86417 2.71407 -11.02213
C -0.59236 2.98581 -11.48745
C 0.32253 2.67794 -10.47688
N -0.39306 2.51099 -9.31252
C -1.72821 2.51173 -9.68480
C 0.05891 2.28286 -7.98448
H -2.45655 0.62708 -12.33783
H -4.11467 1.05067 -12.92903
H -3.87798 0.60746 -11.30062
H -3.88745 2.92023 -10.98526
H -3.13645 3.47681 -12.43935
H -0.43559 3.33657 -12.49678
H 1.40010 2.72124 -10.53479
H -2.51177 2.46627 -8.94294
H -0.23633 3.16301 -7.41329
H 1.13713 2.13422 -7.92584
H -0.31830 1.33189 -7.60835
C -2.64757 -2.06499 5.20042
C -2.09985 -0.58766 5.44063
N -1.74943 -0.01103 4.11158
C -1.96456 1.26309 3.69495
C -1.33389 1.47712 2.46242
N -0.88825 0.25503 2.06837
C -1.13238 -0.67522 3.04985
C -0.53520 0.02652 0.69737
H -3.19638 -2.18264 4.26603
H -3.28811 -2.36946 6.02812
H -1.75797 -2.68137 5.07078
H -1.36270 -0.56238 6.24316
H -2.93603 -0.06585 5.90605
H -2.51360 1.92179 4.35154
H -1.12854 2.27907 1.76880
H -0.90638 -1.72125 2.90445
H -0.42873 0.90060 0.05493
H -1.47715 -0.34244 0.29154
H 0.25747 -0.69374 0.49490
C -8.27891 -1.92373 9.64404
O -8.91150 -1.75351 8.35237
C -10.07860 -2.56143 8.25105
C -10.79269 -2.09926 6.91888
N -11.29162 -0.59355 7.00038
H -11.86961 -0.55172 6.17317
H -11.85235 -0.46954 7.83121
C -10.21607 0.57421 6.90919
C -9.11394 0.25543 5.93786
O -9.69664 0.05128 4.70357
C -8.80788 -0.55237 3.69154
H -8.61105 -1.30576 10.47825
H -7.21057 -1.77707 9.48517
H -8.47880 -2.88152 10.12444
H -10.62466 -2.45547 9.18845
H -9.74159 -3.59394 8.34303
H -11.59670 -2.77223 6.62093
H -10.12132 -2.14748 6.06153
H -9.60443 0.57830 7.81140
H -10.81316 1.45454 6.67127
H -8.39443 -0.46045 6.33526
H -8.55217 1.18108 5.81261
H -9.15035 -0.44001 2.66286
H -8.72846 -1.60440 3.96546
H -7.78558 -0.21039 3.85288
C -6.50976 -6.48792 -8.52125
O -6.05393 -6.25840 -7.19861
C -6.41055 -4.96081 -6.63302
C -5.85380 -4.74004 -5.34136
N -6.16976 -6.04895 -4.49599
H -7.10719 -6.33296 -4.74229
H -5.44644 -6.72272 -4.70321
C -6.12685 -5.82080 -2.96263
C -4.98751 -4.93841 -2.51487
O -3.68286 -5.13442 -3.15148
C -3.13065 -6.39877 -3.01967
H -6.66517 -7.56416 -8.59645
H -5.75990 -6.25096 -9.27600
H -7.34311 -5.84772 -8.81071
H -7.46592 -4.74331 -6.46880
H -6.17209 -4.23136 -7.40706
H -6.08031 -3.73458 -4.98659
H -4.76708 -4.82292 -5.35803
H -6.15287 -6.82827 -2.54737
H -7.00515 -5.25619 -2.64974
H -4.83224 -5.17215 -1.46161
H -5.24574 -3.88003 -2.47952
H -3.72751 -7.23653 -3.38022
H -2.82513 -6.58721 -1.99047
H -2.13722 -6.35086 -3.46565
C -1.65009 11.02520 2.38995
O -2.16238 11.68147 3.55166
C -1.38359 11.67464 4.70663
C -1.52472 12.90520 5.65570
N -1.42226 14.21154 4.85011
H -2.23679 14.23696 4.25347
H -1.41218 14.96805 5.51920
C -0.23492 14.51483 3.90647
C 1.11963 14.60471 4.54435
O 1.39364 13.40032 5.28827
C 2.66762 13.30038 5.96457
H -0.65634 11.27072 2.01540
H -2.36554 11.35461 1.63646
H -1.70134 9.94406 2.51886
H -0.32258 11.61740 4.46356
H -1.54737 10.75309 5.26522
H -0.87587 12.95010 6.53039
H -2.50748 12.60261 6.01722
H -0.52579 15.36490 3.28932
H -0.19400 13.59135 3.32888
H 1.28278 15.49759 5.14788
H 1.80803 14.67066 3.70182
H 3.42852 13.42117 5.19351
H 2.89820 12.30077 6.33296
H 2.83702 14.10331 6.68199
C 8.63550 1.02683 -1.98342
O 8.93079 -0.20207 -1.29380
C 8.30054 -0.39990 -0.03456
C 9.01171 -1.54589 0.73236
N 10.51087 -1.40265 0.92796
H 10.64185 -0.65720 1.59673
H 10.97907 -2.24405 1.23281
C 11.40236 -0.96679 -0.30546
C 11.34404 -2.00355 -1.43338
O 12.57809 -2.16626 -2.12993
C 12.51686 -3.15519 -3.06768
H 7.58455 0.93795 -2.25855
H 9.28819 1.10314 -2.85307
H 8.83460 1.90295 -1.36627
H 7.26440 -0.70782 -0.17491
H 8.32038 0.53903 0.51873
H 8.95720 -2.46621 0.15086
H 8.61911 -1.82776 1.70935
H 12.35442 -0.89508 0.22040
H 11.12792 0.04709 -0.59674
H 10.54152 -1.81373 -2.14614
H 11.00713 -2.98341 -1.09505
H 12.33733 -4.19150 -2.78142
H 13.46082 -3.24592 -3.60508
H 11.75106 -2.92143 -3.80728
C 11.10300 -8.39797 -9.36301
O 9.80322 -7.76793 -9.29292
C 8.75052 -8.61471 -9.58063
C 7.39389 -8.00631 -9.32022
N 7.33877 -6.60766 -9.97126
H 7.62359 -6.65208 -10.93924
H 6.34475 -6.44683 -10.04957
C 7.89999 -5.36000 -9.25261
C 7.86162 -5.41703 -7.70895
O 6.66542 -5.56343 -7.19909
C 6.08747 -4.43267 -6.59371
H 11.93603 -7.73786 -9.12132
H 11.36664 -8.79346 -10.34392
H 11.38830 -9.19403 -8.67526
H 8.96108 -9.46240 -8.92858
H 8.92520 -8.86687 -10.62657
H 7.04048 -7.99488 -8.28916
H 6.59515 -8.55576 -9.81843
H 7.32157 -4.51229 -9.61991
H 8.90688 -5.22677 -9.64824
H 8.52658 -4.57798 -7.50417
H 8.41601 -6.30038 -7.39200
H 5.48952 -4.77485 -5.74905
H 5.60417 -3.64664 -7.17395
H 6.77591 -3.77509 -6.06291
N -6.22747 -10.81336 2.17843
S -6.45013 -9.85949 3.29741
O -5.35033 -8.93006 3.43828
O -7.28101 -10.26715 4.43051
F -7.47375 -8.96051 2.47862
S -4.92633 -11.64515 2.92089
O -5.22378 -12.30791 4.16836
O -3.54959 -11.18695 2.65825
F -4.96512 -12.85993 1.92787
B 3.82217 -5.11993 3.56744
F 3.73326 -3.99927 2.75279
F 2.63965 -5.71887 3.75889
F 4.76958 -6.05154 3.19680
F 4.25451 -4.74398 4.81753
B -5.49819 5.40553 8.07568
F -4.77744 4.30309 8.34115
F -5.40677 5.89191 6.72738
F -6.77250 5.21990 8.46022
F -4.98436 6.43175 8.88049
B -5.02799 1.88805 -4.20102
F -4.94431 3.27057 -4.53464
F -5.09546 1.82598 -2.83386
F -6.11614 1.46167 -4.85218
F -3.97264 1.10516 -4.60269
B 2.19466 6.78552 -1.64369
F 0.97227 6.23926 -2.00101
F 2.16007 8.17044 -1.30997
F 2.55518 6.16836 -0.48975
F 3.08838 6.42286 -2.65910
```

charge: +3
ΔE to the lowest compared entry with this formula, charge and spin: 1419.8 kJ/mol
highest occupied orbital energy: -10.21 eV
Kohn-Sham gap: 5.29 eV



Record 2
The following is a DFT calculation (ωB97M-V/def2-TZVPD) of a gas-phase ion, C4H5O4 (charge -1) at a distorted geometry.

```
13
C4H5O4 | the Open Molecules 2025 dataset | ωB97M-V/def2-TZVPD
C 1.54396 1.18072 -0.81833
C -0.16032 0.04118 1.49837
C -0.55046 0.03417 0.14506
C -0.93433 -1.15522 -0.69927
O 1.91314 1.94224 -1.71745
O 2.09274 0.37634 -0.08927
O -1.39966 0.50531 1.07083
O 0.05698 1.27462 -0.64366
H -0.23147 -0.82409 2.20356
H 0.56139 0.80476 1.70519
H -0.04696 -1.34269 -1.30449
H -1.78605 -1.05860 -1.46064
H -1.05895 -1.77873 0.11009
```

charge: -1
ΔE to the lowest compared entry with this formula, charge and spin: 241.5 kJ/mol
highest occupied orbital energy: -4.36 eV
Kohn-Sham gap: 8.16 eV
SMILES string: C[C@]1(OC(=O)[O-])CO1



Record 3
The following is a DFT calculation (ωB97M-V/def2-TZVPD) of a molecular structure, C32H29N9O2S2Sn at a distorted geometry.

```
75
C32H29N9O2S2Sn | the Open Molecules 2025 dataset | ωB97M-V/def2-TZVPD
Sn -0.79183 -0.32399 -1.01493
N 3.89753 2.73439 5.69554
C 3.35233 2.37138 4.47748
C 3.04379 1.03540 4.21015
C 2.55028 0.66993 2.97402
C 2.34160 1.62862 1.99882
C 2.64299 2.96011 2.24852
C 3.15240 3.32759 3.47638
S 1.74039 1.16152 0.41914
O 1.71539 2.33208 -0.40740
O 2.43149 -0.01655 -0.02111
N 0.18362 0.60044 0.64586
C -0.77981 1.35207 1.26667
N -2.00712 0.85695 1.04610
C -3.02371 1.48618 1.60885
C -2.83812 2.60593 2.40004
C -1.52953 3.03641 2.54783
N -0.49504 2.42750 1.98715
H 3.74000 2.10414 6.46477
H 3.82667 3.70633 5.94805
H 3.20821 0.28375 4.97192
H 2.33054 -0.36325 2.76127
H 2.46576 3.69359 1.47742
H 3.39983 4.36365 3.67016
H -4.01024 1.08521 1.40934
H -3.66652 3.12398 2.85781
H -1.29677 3.91736 3.13610
C 0.80720 -2.65907 4.41076
C -0.57596 -2.53521 4.38232
C -1.23168 -2.34485 3.17779
C -0.48358 -2.25765 2.01235
C 0.90124 -2.34260 2.02759
C 1.54116 -2.57055 3.23587
N -1.11765 -2.10353 0.74401
N -2.17171 -2.74420 0.61877
C -2.87299 -2.50967 -0.60344
C -3.87274 -3.41987 -0.91807
C -4.56392 -3.25955 -2.10680
C -4.25332 -2.19722 -2.94643
C -3.25363 -1.29393 -2.60657
C -2.56384 -1.42796 -1.41195
H 1.31396 -2.82099 5.35210
H -1.14498 -2.59683 5.29959
H -2.30782 -2.25924 3.12735
H 1.46098 -2.24979 1.10309
H 2.61888 -2.67226 3.26077
H -4.07607 -4.23955 -0.24312
H -5.33805 -3.96166 -2.38470
H -4.79584 -2.07157 -3.87404
H -3.02376 -0.47330 -3.27532
N 0.41612 -0.71848 -2.54480
C 1.52075 -1.53781 -2.52612
C 1.62477 -2.62349 -1.65067
C 2.71833 -3.46878 -1.67655
C 3.74513 -3.26798 -2.58755
C 3.65210 -2.19683 -3.46705
C 2.56468 -1.34365 -3.43940
H 0.82794 -2.80650 -0.93542
H 2.76441 -4.29580 -0.97977
H 4.60146 -3.92748 -2.60810
H 4.44452 -2.01533 -4.18187
H 2.51941 -0.49981 -4.11576
C -2.68388 3.90377 -4.02381
N -1.64102 2.94142 -4.30331
C -1.01420 2.73152 -5.51277
C -0.16596 1.68853 -5.31923
N -0.25523 1.25998 -4.01835
C -1.15630 2.02117 -3.43286
S -1.71639 1.92696 -1.78451
H -2.75976 4.58646 -4.86673
H -2.43778 4.46932 -3.12650
H -3.63989 3.40127 -3.87407
H -1.22090 3.34692 -6.36811
H 0.50444 1.21893 -6.01642
H 0.20721 0.05607 -3.27813
```

charge: 0
ΔE to the lowest compared entry with this formula, charge and spin: 99.9 kJ/mol
highest occupied orbital energy: -6.90 eV
Kohn-Sham gap: 6.16 eV



Record 4
The following is a DFT calculation (ωB97M-V/def2-TZVPD) of 2 unconnected molecules or ions with the total composition C3H4OS2 at a distorted geometry.

```
10
C3H4OS2 | the Open Molecules 2025 dataset | ωB97M-V/def2-TZVPD
C -1.24663 2.32013 -0.71590
C -1.08594 1.30856 -0.08023
C -1.09779 0.24215 0.82292
O -1.39985 0.10550 1.98892
S -0.53846 -1.31208 -0.13256
S 2.75549 -0.81027 -0.15360
H -1.32064 3.15792 -1.37927
H 3.06018 -1.47873 -1.21217
H -0.72043 -2.07919 0.86367
H 1.59408 -1.45400 -0.00177
```

charge: 0
ΔE to the lowest compared entry with this formula, charge and spin: 310.2 kJ/mol
highest occupied orbital energy: -9.35 eV
Kohn-Sham gap: 8.76 eV
SMILES string: C#CC(=O)S.S



Record 5
The following is a DFT calculation (ωB97M-V/def2-TZVPD) of 2 unconnected molecules or ions with the total composition C5H15NO at a distorted geometry.

```
22
C5H15NO | the Open Molecules 2025 dataset | ωB97M-V/def2-TZVPD
C -0.55322 -1.09796 1.89562
N 0.49407 -1.26878 0.86354
C 2.47523 0.37921 -0.83242
C 0.95954 0.59147 -0.75074
C 0.24531 -0.76065 -0.50342
C -1.24281 -0.74104 -0.86327
H -0.40745 -1.91854 2.59062
H -0.42058 -0.14468 2.42394
H -1.58185 -1.11075 1.53818
H 1.29002 -0.75850 1.24795
H 2.72149 0.10490 -1.85502
H 3.01479 1.32012 -0.69966
H 2.80859 -0.25900 -0.01845
H 0.57748 0.93242 -1.71594
H 0.58418 1.23734 0.03712
H 0.65259 -1.53495 -1.15935
H -1.65576 -1.73908 -0.68526
H -1.31172 -0.43942 -1.91010
H -1.80380 -0.14917 -0.15303
H -2.53916 3.15840 -0.00716
H -1.69532 1.98734 0.39403
O -2.61160 2.21130 0.16282
```

charge: 0
ΔE to the lowest compared entry with this formula, charge and spin: 123.9 kJ/mol
highest occupied orbital energy: -8.52 eV
Kohn-Sham gap: 9.26 eV
SMILES string: CC[C@H](C)NC.O



Record 6
The following is a DFT calculation (ωB97M-V/def2-TZVPD) of C5H7NO in the gas phase at a distorted geometry.

```
14
C5H7NO | the Open Molecules 2025 dataset | ωB97M-V/def2-TZVPD
C -2.28968 0.14106 -0.01308
C -0.10578 -0.38765 0.04786
C 0.39507 0.85664 0.06322
C 1.82897 0.71920 -0.03869
C 2.14636 -0.56208 -0.05998
H -2.33229 0.57394 1.06904
H -3.33876 -0.33663 -0.14365
H -2.09174 0.84739 -0.83384
H -0.20400 1.80890 0.07810
H 2.42041 1.58624 -0.19375
H 3.15054 -0.89868 -0.03564
H 0.80822 -2.22030 0.11611
N 0.95618 -1.25521 0.05836
O -1.34352 -0.87281 -0.11408
```

charge: 0
ΔE to the lowest compared entry with this formula, charge and spin: 143.3 kJ/mol
highest occupied orbital energy: -7.92 eV
Kohn-Sham gap: 8.92 eV
SMILES string: COc1ccc[nH]1



Record 7
The following is a DFT calculation (ωB97M-V/def2-TZVPD) of a molecular structure, C19H6Cl11OPd.

```
38
C19H6Cl11OPd | the Open Molecules 2025 dataset | ωB97M-V/def2-TZVPD
Pd -0.26120 -0.02253 0.08152
Cl 1.14558 3.02281 -0.32207
C -0.56948 3.04377 -0.08740
C -1.21940 1.82806 0.16676
C -2.59748 1.95291 0.38154
Cl -3.48403 0.53260 0.82327
C -3.29583 3.15201 0.28679
Cl -5.00559 3.20597 0.50629
C -2.60034 4.32091 0.00718
Cl -3.43267 5.82540 -0.11477
C -1.22141 4.27104 -0.15900
Cl -0.34258 5.72373 -0.46139
Cl 6.33790 -3.48910 0.13764
C 4.66168 -3.07620 0.05927
C 4.26055 -1.74348 0.12699
Cl 5.43842 -0.49188 0.27683
C 2.91779 -1.42141 0.07628
Cl 2.36897 0.20693 0.19788
C 1.88637 -2.39103 -0.06563
O 0.65674 -2.08853 -0.13181
C 2.34375 -3.73833 -0.12101
Cl 1.13475 -4.96209 -0.25805
C 3.68609 -4.06866 -0.05805
Cl 4.17132 -5.72303 -0.12216
Cl -7.21280 -5.21811 -0.02630
C -5.72078 -4.33078 -0.06169
C -5.03240 -4.09918 1.12681
C -3.87139 -3.36440 1.10830
C -3.33453 -2.85105 -0.10479
C -2.15328 -2.11925 -0.12033
C -4.06757 -3.11766 -1.29333
C -5.24230 -3.83015 -1.26976
H -5.42055 -4.49396 2.05623
H -3.34411 -3.16562 2.03308
H -1.73063 -1.78537 -1.05972
H -1.60069 -1.96959 0.79718
H -3.68270 -2.74321 -2.23364
H -5.80296 -4.00176 -2.17895
```

spin multiplicity: 3
charge: -1
ΔE to the lowest compared entry with this formula, charge and spin: 0.0 kJ/mol
highest occupied orbital energy (spin up / spin down): -4.88 / -5.27 eV
expectation value of S²: 2.05
Kohn-Sham gap (spin up / spin down): 7.27 / 6.82 eV